Record 1
22
Properties=species:S:1:pos:R:3 method="wB97M-V/def2-TZVPD" multiplicity=2 e_above_lowest_kj_mol=322.1 s_squared=0.7567 homo_lumo_gap_ev="11.1624 / 4.8354" charge=+1 largest_force_ev_per_a=3.68 e_tot_ev=-10428.8436 homo_energy_ev="-13.92 / -13.59"
N 1.358 -0.902 1.849
C 0.472 -0.215 0.854
C -0.450 -1.347 0.351
C -0.883 -1.375 -1.134
C 0.070 -1.638 -2.053
C -0.317 1.051 1.574
N -0.041 2.195 0.770
H 1.746 -0.278 2.528
H 2.127 -1.377 1.373
H 1.016 0.062 -0.056
H -1.318 -1.219 1.032
H -0.053 -2.284 0.596
H -1.856 -0.937 -1.428
H 1.122 -1.762 -1.807
H -0.282 -1.683 -3.081
H 0.275 1.129 2.552
H -1.368 0.709 1.881
H -0.259 3.154 1.129
H -0.624 2.112 -0.030
H -0.761 0.909 -2.162
H 0.413 1.915 -2.605
O -0.387 1.785 -2.133

***

Record 2
22
Properties=species:S:1:pos:R:3 method="wB97M-V/def2-TZVPD" multiplicity=2 e_above_lowest_kj_mol=642.7 s_squared=0.7679 homo_lumo_gap_ev="4.7559 / 4.3953" charge=+1 largest_force_ev_per_a=3.98 e_tot_ev=-10425.5211 homo_energy_ev="-12.81 / -12.68"
C -2.199 -1.698 -1.006
O 3.069 -0.688 -0.531
C -1.451 -0.513 -0.695
C 0.032 -0.708 -0.362
C 0.896 0.546 -0.509
C 1.305 1.299 0.744
N 0.198 1.718 1.668
N -2.116 -0.021 0.725
H 3.805 -0.881 -1.146
H -3.169 -1.608 -1.487
H -1.602 0.263 -1.473
H 0.385 -1.474 -1.038
H 0.094 -1.156 0.660
H 0.380 1.275 -1.156
H 1.796 0.447 -1.155
H 1.904 2.194 0.602
H 1.928 0.638 1.374
H -0.375 0.869 1.687
H -0.468 2.313 1.183
H -1.492 -2.517 -1.224
H -2.398 -1.009 0.918
H -3.052 0.409 0.605

***

Record 3
22
Properties=species:S:1:pos:R:3 method="wB97M-V/def2-TZVPD" multiplicity=2 e_above_lowest_kj_mol=70.9 s_squared=0.7529 homo_lumo_gap_ev="7.9564 / 4.1821" charge=+3 largest_force_ev_per_a=1.63 e_tot_ev=-10404.1499 homo_energy_ev="-21.77 / -21.60"
C 0.954 0.492 1.005
C 0.137 -0.042 -0.232
C -1.040 0.775 -0.591
C -1.776 1.699 0.171
C -2.081 -0.187 -2.596
N -1.404 0.729 -2.018
N 2.395 0.133 0.969
H 0.539 0.098 1.925
H 0.795 1.559 1.029
H 0.739 -0.154 -1.137
H -0.199 -1.066 0.073
H -1.788 1.762 1.257
H -2.383 2.404 -0.392
H -2.511 -1.083 -2.144
H -2.201 -0.191 -3.684
H -1.116 1.543 -2.577
H 2.969 0.973 0.812
H 2.687 -0.465 0.187
H 2.764 -0.295 1.834
H 1.251 -3.150 1.439
H 0.360 -3.052 2.619
O 0.910 -2.483 2.051

***

Record 4
23
Properties=species:S:1:pos:R:3 method="wB97M-V/def2-TZVPD" multiplicity=1 e_above_lowest_kj_mol=461.2 homo_lumo_gap_ev="9.2315 / 9.2309" charge=0 largest_force_ev_per_a=3.20 e_tot_ev=-12483.5483 homo_energy_ev="-8.89 / -8.89"
C 0.487 1.641 -1.004
C -0.937 1.983 -0.736
N 2.264 1.636 1.018
O 1.091 0.918 0.737
H 2.078 2.259 1.805
H 3.004 0.985 1.270
H 0.717 1.407 -2.040
H 1.221 2.398 -0.730
H -1.609 1.196 -1.079
H -1.189 2.883 -1.309
H -1.103 2.167 0.322
C -1.283 -1.379 0.445
C -0.587 -2.369 1.388
C -0.708 -1.463 -0.954
N 0.528 -0.866 -1.104
O -1.269 -2.003 -1.886
H 1.004 -1.058 -1.974
H 1.047 -0.541 -0.272
H -1.145 -0.370 0.837
H -2.348 -1.594 0.376
H -0.659 -3.387 1.002
H -1.064 -2.349 2.368
H 0.460 -2.095 1.519

***

Record 5
23
Properties=species:S:1:pos:R:3 method="wB97M-V/def2-TZVPD" multiplicity=1 e_above_lowest_kj_mol=589.4 homo_lumo_gap_ev=8.4470 charge=0 largest_force_ev_per_a=4.69 e_tot_ev=-12482.2190 homo_energy_ev=-8.02
C 1.294 -0.206 0.186
C 2.154 -0.953 1.206
C 1.683 -0.620 -1.230
O 1.633 1.186 0.258
H 2.279 1.418 0.938
H -0.311 0.700 -0.109
H 3.221 -0.743 1.062
H 1.479 -1.676 -1.429
H 1.902 -0.644 2.227
H 2.036 -2.037 1.132
H 1.140 -0.019 -1.965
H 2.756 -0.485 -1.413
C -2.188 0.506 -1.319
C -2.221 1.107 1.057
N -1.450 0.873 -0.138
N -0.364 -1.123 0.562
O -0.613 -2.007 -0.197
H -1.885 1.140 -2.159
H -2.963 1.900 0.912
H -1.982 -0.534 -1.594
H -3.275 0.619 -1.233
H -2.759 0.201 1.365
H -1.564 1.396 1.882

***

Record 6
23
Properties=species:S:1:pos:R:3 method="wB97M-V/def2-TZVPD" multiplicity=1 e_above_lowest_kj_mol=220.0 homo_lumo_gap_ev=9.6779 charge=0 largest_force_ev_per_a=1.40 smiles="CC(=O)N(C)N.COC" e_tot_ev=-12486.0481 homo_energy_ev=-8.75
C 1.183 -1.624 0.574
C 0.898 -0.226 1.062
O 0.489 0.033 2.185
N 1.281 0.784 0.224
C 1.725 0.610 -1.137
N 1.214 2.119 0.681
H 0.663 -1.803 -0.363
H 2.250 -1.765 0.416
H 0.838 -2.329 1.326
H 0.952 0.116 -1.728
H 1.918 1.598 -1.551
H 2.642 0.019 -1.180
H 2.113 2.388 1.086
H 0.539 2.125 1.447
C -2.268 -1.394 -0.370
O -1.432 -0.372 -0.851
C -1.806 0.945 -0.352
H -2.159 -1.502 0.716
H -1.976 -2.315 -0.874
H -3.321 -1.192 -0.604
H -1.739 0.950 0.741
H -2.843 1.144 -0.640
H -1.162 1.693 -0.807

***

Record 7
23
Properties=species:S:1:pos:R:3 method="wB97M-V/def2-TZVPD" multiplicity=1 e_above_lowest_kj_mol=193.2 homo_lumo_gap_ev=9.8993 charge=0 largest_force_ev_per_a=6.02 smiles=CC[C@](N)(O)[C@@](C)(N)O e_tot_ev=-12486.3259 homo_energy_ev=-9.01
C 2.164 0.568 1.236
C 0.913 -0.275 1.423
C -0.543 0.269 0.535
N -0.544 1.672 0.410
O -1.641 -0.124 1.292
C -0.371 -0.567 -0.734
C -1.797 -0.282 -1.637
N 0.701 -0.275 -1.635
O -0.468 -1.954 -0.474
H 2.921 0.323 1.991
H 2.614 0.409 0.253
H 1.948 1.636 1.335
H 0.598 -0.186 2.471
H 1.181 -1.338 1.374
H -1.130 2.000 -0.351
H -0.742 2.127 1.295
H -1.683 -1.096 1.197
H -1.811 0.738 -2.030
H -1.817 -0.998 -2.464
H -2.695 -0.460 -1.040
H 0.450 -0.484 -2.596
H 1.287 0.522 -1.400
H 0.465 -2.228 -0.451

***

Record 8
23
Properties=species:S:1:pos:R:3 method="wB97M-V/def2-TZVPD" multiplicity=1 e_above_lowest_kj_mol=210.2 homo_lumo_gap_ev=10.7549 charge=+1 largest_force_ev_per_a=5.41 smiles=CCN[C@H]1[N@H+](CC)P1O e_tot_ev=-19720.1656 homo_energy_ev=-14.01
C -3.374 -1.292 -0.450
C -1.836 -0.994 -0.984
N -1.018 -0.461 0.117
C 0.559 -0.494 -0.211
N 1.374 0.228 0.779
C 2.461 0.999 0.322
C 2.114 2.358 -0.164
P 1.372 -1.613 0.990
O 0.366 -1.893 2.183
H -3.658 -0.295 -0.057
H -3.743 -1.430 -1.482
H -3.360 -2.115 0.204
H -1.862 -0.261 -1.790
H -1.478 -1.862 -1.464
H -1.258 0.516 0.315
H 0.929 -0.571 -1.206
H 0.764 0.793 1.374
H 2.933 0.460 -0.543
H 3.274 0.920 0.999
H 2.916 3.052 0.005
H 1.814 2.538 -1.280
H 1.237 2.818 0.452
H -0.528 -1.402 1.891

***

Record 9
22
Properties=species:S:1:pos:R:3 method="wB97M-V/def2-TZVPD" multiplicity=2 e_above_lowest_kj_mol=180.6 s_squared=0.7503 homo_lumo_gap_ev="1.8777 / 8.3860" charge=-1 largest_force_ev_per_a=2.45 e_tot_ev=-19224.8089 homo_energy_ev="1.25 / -5.34"
N 0.516 1.256 -1.656
C 0.282 0.402 -0.470
C 0.644 -1.043 -0.922
S 2.455 -1.287 -1.294
C -1.172 0.370 -0.013
N -1.232 0.735 1.450
C -2.444 1.528 1.714
C -1.226 -0.510 2.237
H 0.397 2.224 -1.341
H -0.337 1.207 -2.213
H 0.988 0.678 0.310
H 0.268 -1.262 -1.920
H 0.211 -1.772 -0.222
H 2.864 -1.695 -0.081
H -1.860 1.015 -0.559
H -1.641 -0.607 -0.196
H -2.989 1.139 2.585
H -2.208 2.568 1.970
H -3.199 1.366 0.940
H -1.610 -1.379 1.704
H -0.247 -0.729 2.677
H -1.798 -0.380 3.162

***

Record 10
22
Properties=species:S:1:pos:R:3 method="wB97M-V/def2-TZVPD" multiplicity=1 e_above_lowest_kj_mol=241.7 homo_lumo_gap_ev=9.5840 charge=0 largest_force_ev_per_a=6.63 smiles=CN(C)C[C@H](N)CS e_tot_ev=-19224.7915 homo_energy_ev=-8.64
C 1.337 1.286 1.978
N 0.842 0.622 0.718
C 1.802 -0.393 0.397
C -0.580 0.091 0.811
C -1.095 0.144 -0.691
N -2.588 0.182 -0.645
C -0.688 -1.082 -1.507
S -0.669 -0.726 -3.380
H 2.483 1.084 2.175
H 0.951 2.297 2.023
H 0.955 0.638 2.863
H 1.650 -0.772 -0.645
H 2.776 0.077 0.423
H 1.803 -1.285 0.978
H -1.101 0.855 1.452
H -0.605 -1.063 1.070
H -0.591 1.079 -1.188
H -2.992 -0.715 -0.854
H -2.905 0.572 0.117
H -1.139 -2.027 -1.362
H 0.439 -1.256 -1.330
H -0.083 0.391 -3.400